A 11-piece molecular cluster, C26H71NO18S4 overall. Source: the Open Molecules 2025 dataset; level of theory: ωB97M-V/def2-TZVPD.

```
120
Properties=species:S:1:pos:R:3:forces:R:3:mulliken_charge:R:1
O 1.338624 1.743236 -5.277655 -0.4 0.0 -0.1 -0.609
H 1.090370 -3.948515 -0.072560 0.2 0.1 0.0 -0.118
C -4.060065 4.020279 0.731808 1.2 -0.2 0.1 -0.412
H -0.680117 0.022777 -5.391285 0.3 0.2 -0.2 0.490
C 0.001363 -0.139499 -4.556978 -0.3 -0.2 0.8 -0.217
H -2.676027 -1.093384 6.645471 0.0 -0.2 0.2 0.277
H -3.885620 1.874574 0.872575 0.1 0.0 0.0 -0.019
H -4.162499 2.431963 -0.761374 0.0 0.1 0.0 0.433
C 1.074436 -4.178124 0.995122 0.0 0.0 -0.3 -0.786
H -0.666994 2.052632 5.637877 -0.1 0.5 -0.3 0.437
H 3.850246 -2.823521 2.000421 0.0 0.3 -0.1 0.187
H 2.285599 -4.292954 2.730329 0.1 -0.3 -0.2 0.327
C -0.973546 -4.084983 -6.031298 0.2 0.1 -0.5 -1.192
O 3.104221 -4.790179 -4.743559 0.0 0.9 0.1 -0.674
H 3.356405 2.050871 -1.187811 0.2 0.0 0.1 -0.156
H 0.075680 -1.219923 -4.420784 0.0 0.0 0.0 -0.230
C -4.936864 -3.735248 -3.770984 0.7 1.0 -1.3 -1.374
C 0.165527 5.446875 1.142975 -0.6 0.0 0.1 -1.464
O 6.140476 -1.125697 1.323276 -0.6 0.6 -0.3 -0.684
C 0.051013 1.733170 4.880068 0.6 -0.9 0.0 -0.599
H -1.830539 -4.614670 -5.617839 0.0 0.0 0.0 0.290
O 2.995634 -2.791548 1.555326 0.0 0.1 -0.3 -0.259
H -3.562625 -2.106489 2.097212 -0.3 -0.1 0.0 0.482
H 1.500644 -4.101869 -2.573938 0.0 0.1 0.2 0.372
C 2.079737 -3.219269 -2.833746 -0.2 -0.5 -1.5 -0.866
O 0.690530 2.799315 4.165871 -0.8 0.5 0.5 -0.378
H 2.262955 3.393121 -1.575565 0.0 -0.1 -0.1 0.370
H -4.020857 -0.316528 -1.430830 0.1 0.6 0.2 0.515
H 4.565452 1.865163 4.378494 0.3 0.5 -0.6 0.419
H -0.479331 0.227050 -3.646491 0.0 0.2 -0.1 -0.018
C 0.260996 -4.396156 -5.218244 -0.5 0.1 0.9 0.022
H -4.518315 -0.952347 1.039393 -0.2 -0.5 0.0 0.268
C -3.589830 -0.539085 6.832400 -0.6 1.1 -0.6 -1.097
H 1.959418 -0.240258 -5.363629 0.2 0.1 0.1 0.247
H -5.906984 -4.175130 -3.557184 0.0 0.2 0.3 0.384
O 5.553841 3.643978 -1.618331 0.4 0.1 0.0 -0.482
H -3.192438 4.457977 1.236533 0.0 0.2 -0.2 0.206
S -2.274962 -1.859523 -1.497385 -0.7 0.7 -1.0 0.895
H -5.049021 -2.922861 -4.498221 -0.3 -0.1 0.0 0.334
O 4.471583 0.221714 2.442663 0.8 -0.4 -0.5 -0.455
H -3.944067 -0.581030 7.860186 0.1 -0.5 0.0 0.389
C 0.192116 0.046384 0.217255 0.3 -0.1 -0.7 -0.562
O -0.874581 -1.665684 -1.751825 -0.6 -1.2 -0.2 -0.404
C 2.433909 -4.085219 1.658976 -0.4 -0.2 0.5 -0.332
C 3.594030 1.967446 3.883327 0.5 -0.5 0.7 -1.257
H 2.543300 0.985477 2.327261 0.2 -0.2 -0.2 -0.507
O -2.772927 -2.430762 -0.278685 0.5 0.2 -0.3 -0.663
H 5.863148 2.375415 1.446941 0.0 0.0 0.1 0.287
H 2.987660 1.459705 4.636476 -0.5 0.0 -0.4 0.184
H 1.448269 -2.337107 -2.893683 0.1 0.1 0.5 -0.002
C 1.391906 0.428448 -4.712617 0.2 0.4 -0.5 0.098
H 0.852360 1.235789 5.437928 -0.1 -0.1 0.0 0.244
O 3.401135 -2.269601 -4.876365 -1.0 -1.5 -0.1 -0.591
O -4.444035 4.917622 -0.297820 -0.3 0.0 0.2 -0.531
S 5.362679 0.066987 1.106705 0.2 0.2 1.2 1.106
O -6.147158 -1.570840 3.443617 0.6 0.8 -0.2 -0.655
O -5.420216 0.795317 3.002928 0.1 -1.1 0.3 -0.603
H 1.757734 0.300041 -1.154245 -0.1 -0.3 -0.4 -0.400
S 2.613757 -3.445721 -4.556398 0.1 0.2 0.2 1.252
H 0.324328 3.627102 4.495669 0.1 0.0 -0.1 0.212
C 4.276247 3.726956 -2.243021 0.1 -0.2 0.0 -0.606
H -4.354948 -4.486672 -4.308557 0.2 -0.1 0.4 0.285
H 7.150512 1.266930 2.059902 0.2 0.1 -0.1 0.318
H 0.025938 5.778228 2.176689 0.4 -0.6 0.2 0.273
O 1.223989 -3.348986 -5.406749 1.3 0.5 0.1 -0.284
H 0.660885 -5.383376 -5.450942 0.3 0.2 0.0 0.439
H 1.425780 -1.462268 -0.633770 -0.1 0.0 -0.4 -0.495
S -5.096288 -0.594307 3.252476 0.0 -0.2 0.1 1.119
H 2.208004 2.144207 -5.209544 0.1 -0.1 0.0 0.313
H -2.368705 0.539508 -1.535691 -0.2 -0.1 0.5 0.162
H 1.081871 5.891737 0.757338 -0.3 0.5 -0.1 0.338
H 3.425769 3.617162 -0.301670 0.0 -0.2 0.1 0.222
H 0.451201 3.817970 -0.177430 -0.1 -0.3 0.0 0.123
H 3.095037 -4.849187 1.228288 0.0 0.1 0.1 0.353
H 0.321165 -3.530418 1.445129 0.1 0.0 0.1 0.224
H -3.119768 -0.198854 -2.945253 0.1 -0.1 0.0 0.523
C -3.622315 2.661943 0.160695 -0.5 -0.4 0.5 -0.086
H 0.004076 -4.338730 -4.152894 -0.1 -0.4 -0.1 0.080
O 4.479654 0.210244 -0.011474 0.4 -0.1 -0.1 -0.453
C 0.289377 3.951837 0.891877 0.4 0.2 1.0 0.450
C 3.279688 3.131659 -1.266790 -0.4 0.6 -0.4 -0.207
C -3.969271 -1.113759 1.963271 0.0 1.1 0.5 -0.557
C 3.565246 1.326226 2.510963 -0.9 0.5 0.3 1.348
H -1.210590 1.197827 3.152593 -0.4 0.2 0.5 0.017
H 6.910596 1.632987 0.262430 0.3 -0.1 0.1 0.369
H -3.165058 -0.374216 1.930454 0.1 -0.1 0.2 -0.116
C -3.024094 -0.260830 -1.861943 -0.2 -1.0 -0.2 -1.146
N -0.785394 0.470784 0.645731 -0.1 -0.1 0.1 0.426
C 6.471086 1.495296 1.247118 -1.1 -0.6 -0.4 -0.837
H -5.204407 4.508067 -0.725555 0.0 0.2 -0.1 0.348
O 1.427412 3.424890 1.591874 -0.4 -0.1 -0.2 -0.072
H -1.065179 -0.075111 4.417517 -0.4 0.2 0.2 0.366
H 2.974399 -3.137226 -2.225513 0.0 0.2 0.0 0.538
H -0.852855 -4.401318 -7.068314 0.0 0.0 0.0 0.368
H 4.309497 3.171362 -3.191482 -0.2 0.1 0.1 0.308
H 2.179610 -0.296367 0.425367 0.3 -0.2 -0.2 -0.796
H 0.740076 -5.215104 1.066431 -0.1 0.0 0.1 0.460
C -4.672365 -0.900718 5.827575 -0.8 -0.9 0.7 -0.356
H -0.765528 5.814165 0.696239 0.4 0.2 -0.6 0.416
C 1.461662 -0.410297 -0.388755 -0.4 0.7 1.7 1.846
H -5.014246 -1.939236 5.910138 0.4 -0.1 -0.1 0.303
O -4.113718 -0.691840 4.529765 0.0 0.3 -1.0 -0.124
C -4.266180 -3.203927 -2.518783 -1.3 -1.5 0.7 -0.007
H -4.288465 -4.084505 -1.865523 0.4 0.5 0.5 0.215
H -3.378482 0.518956 6.651970 0.2 0.0 0.1 0.250
H 3.275187 2.998805 3.768941 0.1 0.1 0.3 0.278
H 1.914180 0.531245 -3.756349 -0.1 -0.5 0.1 -0.086
H -1.166283 -3.012404 -6.034338 -0.1 0.0 0.1 0.247
H -0.588230 3.398108 1.237900 -0.2 0.0 -0.4 -0.117
H 3.753765 2.085064 1.750603 0.2 -0.2 -0.1 -0.159
H 6.214053 4.009249 -2.217624 -0.1 -0.1 0.1 0.274
H 4.037453 4.776267 -2.463360 -0.1 -0.1 0.0 0.357
H 0.158389 0.240224 3.277577 0.4 0.3 0.3 -0.041
C -0.569166 0.754625 3.916884 0.2 -0.7 -0.9 -0.338
H -5.614337 -0.359669 5.960531 0.4 0.5 0.0 0.390
H -4.789782 3.931724 1.542908 -0.4 -0.2 -0.4 0.240
H -4.873540 -2.421695 -2.059502 0.0 0.0 0.0 0.305
H 1.071298 3.120453 2.447312 0.4 0.0 -0.2 0.069
H -2.555055 2.553319 -0.027333 0.0 0.3 -0.1 -0.160
O -2.940278 -2.743763 -2.714023 1.5 0.6 0.1 -0.047
```
Positions in Å, forces in eV/Å.

energy = -109795.44644 eV
spin multiplicity = 1
highest occupied orbital energy = -9.917 eV

C26H72F6NO16S2Sn as an isolated structure. Source: the Open Molecules 2025 dataset; level of theory: ωB97M-V/def2-TZVPD.

```
124
Properties=species:S:1:pos:R:3:forces:R:3:mulliken_charge:R:1
C -0.524407 -1.909022 -6.429071 0.8 -0.4 -0.5 -1.390
C -1.887605 2.551158 3.085966 -0.2 1.1 -0.2 1.070
H -2.463366 1.901571 4.831007 0.2 -0.2 0.1 0.355
H -4.689537 0.918260 5.601489 -0.2 -0.2 -0.1 0.353
F -3.245295 -1.560125 -0.597548 0.0 -0.5 0.2 -0.174
H -1.314540 2.030739 2.311412 0.0 -0.5 0.4 -0.559
O -1.540915 -0.357022 -2.543297 0.4 0.8 -0.3 -0.150
H -1.499076 -4.067334 5.143773 0.0 -0.1 -0.2 0.348
H 5.312941 -0.023032 0.165128 0.0 -0.3 0.0 0.116
H -0.392869 3.977164 2.734459 -0.1 0.5 -0.4 0.060
H 1.814492 2.366351 -5.887216 0.2 0.4 -0.6 0.235
H 3.359499 5.291358 0.820069 0.4 0.0 0.6 0.235
H 2.450196 1.789134 -4.034437 -0.1 -0.1 0.0 0.328
C -1.884978 -6.040722 0.533030 0.5 -0.9 -1.1 -1.172
H -2.032353 4.577136 2.224916 0.2 0.1 -0.1 0.391
H 2.331268 -0.520973 4.211546 -0.6 0.1 0.3 0.418
C -5.183494 1.501229 0.761863 -0.2 -0.3 -1.3 -0.148
H 6.795257 1.955378 -1.789629 0.1 0.1 0.4 0.360
C -4.170607 -0.254552 4.058063 0.6 1.4 0.9 -0.308
H 3.635631 0.013122 2.389240 0.0 -0.1 -0.1 0.053
H -1.944620 -0.606496 -5.706963 0.1 0.5 0.1 0.264
H 0.732923 -5.722886 0.218265 0.3 0.2 0.2 0.208
H 0.135265 -1.257298 3.149745 0.5 -0.1 0.6 -0.738
H 2.250101 3.936856 2.747170 0.2 0.0 0.4 -0.326
O -4.032179 0.242665 5.406731 -0.2 -0.1 0.5 -0.623
C 2.776454 1.843423 -5.962973 -1.1 -0.3 0.5 -0.399
H -1.485782 4.494779 3.949977 -0.5 0.1 -0.1 0.389
H 6.032146 1.576103 1.775309 0.1 0.3 0.0 0.277
F 1.458541 2.060787 0.992764 0.0 -0.1 0.1 -0.043
H 3.440085 4.956548 4.418905 0.2 0.2 0.1 0.314
C -0.444566 -3.941371 4.889791 -0.2 0.0 0.6 -1.511
C -3.047896 -1.256357 3.953891 -0.4 -0.8 -0.3 -0.582
H -1.756475 -5.911184 1.602267 -0.4 0.4 0.0 0.224
O 1.122653 1.160993 -2.598258 0.0 -0.7 -0.4 -0.431
H 2.484734 6.674099 1.517705 0.0 0.0 -0.3 0.375
H -4.323230 1.674263 1.400611 -0.2 -0.3 0.4 -0.416
H -0.702872 1.247648 -6.869741 -0.1 0.1 -0.2 0.306
C 2.494397 5.588410 1.419490 0.0 0.3 -0.5 -1.139
H -5.161538 -0.667344 3.866284 0.1 -0.2 0.0 0.468
H -0.186332 0.431587 3.621395 -0.2 -0.2 0.0 0.098
H -0.306114 -4.804948 2.905725 -0.5 0.0 0.1 0.409
H -5.977122 1.626617 -3.329271 -0.5 0.1 -0.3 0.341
H -0.128619 -3.034410 5.409167 0.1 0.1 -0.2 0.303
H -1.483190 -4.156842 -0.409800 0.1 0.0 0.1 -0.202
H 6.167846 3.424863 0.246329 0.8 -0.4 0.0 0.433
H -2.896116 -5.939532 0.137447 -0.2 0.3 0.6 0.360
H -6.405124 -0.087480 -0.079543 0.0 0.2 0.0 0.122
O 1.115449 -3.404726 3.109649 0.2 1.0 -0.9 -0.473
O 3.215608 1.731947 -4.608428 0.9 0.0 -0.2 -0.405
H -4.789064 1.461759 -0.259973 0.1 0.5 0.0 -0.006
C -0.239163 -3.834838 3.397189 0.3 -1.2 0.5 0.568
H -0.888832 -5.501544 -1.330887 0.1 -0.1 0.1 0.482
H 0.137431 -1.945004 -7.299635 0.2 0.4 0.2 0.380
C 5.748958 -3.075376 -0.894942 0.0 0.1 -0.8 -0.788
H 4.702008 -3.280474 -0.630282 0.1 0.1 0.2 -0.158
F 2.945651 1.012055 -0.207260 0.0 -0.1 0.0 -0.108
O 6.158358 1.381903 0.841945 0.0 -0.2 -0.3 -0.605
S -0.873002 -1.058090 -1.512941 0.3 -2.2 1.8 0.299
C 0.477042 -0.229195 3.056235 -0.6 0.9 -0.3 1.566
H 3.367445 -0.125870 -6.667197 0.0 0.0 -0.3 0.363
O -0.630830 1.820472 -1.016757 -0.3 0.0 0.2 -0.552
H -1.665214 -7.090896 0.309449 0.3 0.0 0.2 0.419
H 1.938166 0.617567 -7.519524 0.1 -0.2 -0.1 0.327
C 5.781190 2.143355 -1.433546 -0.2 -0.3 -0.5 -1.053
H 5.401201 2.982775 -2.016815 -0.1 0.0 0.0 0.379
H 1.808453 -0.020090 -5.867569 -0.1 -0.2 -0.2 -0.069
C 1.893168 0.098344 3.423427 1.7 -1.2 -0.5 -0.828
S 0.540819 1.060038 -1.298843 1.6 3.0 0.6 0.493
H -3.335506 -2.107201 4.578177 0.1 0.0 0.0 0.397
O -3.882481 0.775565 -4.547825 -0.2 -0.1 -0.6 -0.568
H -1.366315 -2.514173 -6.766852 -0.3 0.2 0.3 0.397
H 6.692087 -1.114782 -1.204172 0.6 -0.5 0.0 0.305
F -1.624570 -2.000537 0.810903 -0.1 0.1 0.3 0.011
O 5.025134 -0.909299 -0.157008 -0.6 -0.4 0.8 -0.360
H 2.177893 1.125923 3.649092 -0.8 0.2 0.0 0.327
O -1.617070 2.090331 4.406794 0.1 -0.4 -0.4 -0.629
H -2.940035 2.399385 2.842837 0.0 0.1 0.1 0.102
H 3.491453 2.408549 -6.558014 0.1 0.1 0.2 0.289
C 2.467244 0.482477 -6.578160 0.2 0.3 0.7 -0.558
C -4.575947 0.068246 -3.547475 -0.6 0.7 1.0 0.818
H -0.362368 -0.122271 -5.152509 0.4 0.2 -0.3 -0.042
H 4.670855 2.740397 0.357671 -0.3 -0.5 -0.4 -0.215
H -2.933367 0.654828 -4.450983 -0.1 -0.1 0.2 0.205
H 1.473423 5.458541 3.253945 0.0 -0.2 0.1 0.268
C -2.097339 -1.136484 -0.091254 0.2 0.5 -1.4 0.339
H -0.007070 -2.430440 -5.621353 -0.2 -0.1 0.0 0.253
H -5.334487 -0.623998 1.205475 0.1 0.0 -0.2 0.018
H -4.571957 -1.021942 -3.647618 0.4 0.0 -0.2 0.217
O -6.985163 0.264123 1.875729 -0.1 -0.4 0.4 -0.564
H -4.055751 0.661631 3.473078 0.1 -0.5 -0.8 -0.047
F -2.296661 0.052354 0.433801 0.2 0.0 0.5 0.050
F 2.211136 2.947370 -0.829779 0.1 0.1 0.1 -0.199
C 6.197708 -1.694443 -0.422158 -0.6 0.0 -0.3 -0.163
H 6.849043 -1.851859 0.440656 -0.1 0.6 0.1 0.315
C 1.870230 1.809288 -0.247023 -0.2 -0.1 -0.3 0.209
H -6.625781 0.202976 -4.299293 0.0 0.4 -0.2 0.388
N 0.469453 -0.410727 -0.682636 -1.2 -1.4 -1.1 0.122
H 0.080339 -4.774847 5.360190 0.1 0.0 -0.2 0.429
C -1.459528 4.027349 2.965754 0.5 -0.8 0.5 -1.399
H -7.382850 1.133849 1.961469 0.1 0.1 -0.4 0.310
O -0.491725 -2.423754 -1.756167 0.3 -0.2 0.3 -0.620
O 2.720356 -0.250679 2.244616 -0.4 -0.8 -0.6 -0.191
H -4.154322 0.374038 -2.580300 0.2 -0.5 0.1 -0.357
C -1.009344 -5.130427 -0.312408 -0.4 0.8 0.2 0.104
H -1.009441 -3.183578 2.989244 0.6 0.4 -0.4 -0.338
C -5.971138 0.204896 0.880079 0.0 0.1 1.0 0.217
C -0.898481 -0.487605 -6.030377 -1.4 -1.1 -0.2 0.512
C 5.679630 2.467065 0.024938 -0.4 1.2 0.8 0.264
H 5.780373 -3.135242 -1.984063 -0.1 -0.1 0.0 0.318
H 1.687695 5.268966 0.756240 -0.5 0.2 0.4 0.314
O 0.293087 -4.865102 0.280999 0.1 -0.3 -0.3 -0.276
H -5.877507 2.340237 0.838896 0.1 0.1 -0.1 0.568
H -2.089973 -0.909796 4.337437 -0.1 0.4 -0.1 0.210
H 1.712797 -4.125349 3.335753 -0.1 -0.1 0.2 0.314
C 2.381228 5.024706 2.820463 -0.2 0.2 -0.8 0.587
H -6.467691 0.104928 -2.562914 0.0 0.1 0.0 0.265
O -0.869099 0.351367 -7.176362 0.4 0.2 0.4 -0.591
H -2.929059 -1.638822 2.937951 0.0 0.1 0.0 0.034
Sn 2.091626 -2.354280 0.424211 -0.9 1.6 0.3 1.517
O 3.522524 5.418472 3.578468 -0.3 -0.6 -0.1 -0.565
H 0.308112 -0.002382 1.997078 0.1 0.4 0.1 -0.609
H 5.203072 1.262803 -1.722616 -0.2 0.1 0.1 0.153
C -6.026905 0.547394 -3.459342 0.7 -0.4 0.1 -1.334
H 6.364040 -3.885417 -0.509743 0.0 0.0 0.1 0.343
```
Positions in Å, forces in eV/Å.

charge = +1
energy = -106173.76877 eV
spin multiplicity = 1
highest occupied orbital energy = -11.327 eV

In order of appearance, Kohn-Sham gap = 10.18, 5.80 eV.